[1]
C4H5NOS in the gas phase. Source: the OMol25 dataset; level of theory: ωB97M-V/def2-TZVPD.

The geometry in XYZ format:
```
12
C4H5NOS | the OMol25 dataset | ωB97M-V/def2-TZVPD
C -1.3464 -1.3133 0.1836
N -0.1869 -0.4768 0.2198
S 1.6044 -2.1821 1.2504
H -1.3365 0.9907 -0.8877
C 1.0822 -0.8012 0.6892
C 0.5850 1.7269 -0.6470
H 0.2787 2.6740 -1.1476
H 1.6922 0.0781 0.6749
C -0.3099 0.7671 -0.5177
H 1.5687 1.7099 -0.2212
O -1.4161 -2.4273 0.6515
H -2.2154 -0.7459 -0.2483
```

As for the SMILES: C=CN(C=O)C=S. For the orbital gap, the calculation gives 8.44 eV. The calculation puts the HOMO energy at -8.711 eV. Its LUMO energy is -0.010 Eh.

[2]
C4H5NOS in the gas phase. Source: the OMol25 dataset; level of theory: ωB97M-V/def2-TZVPD.

The geometry in XYZ format:
```
12
C4H5NOS | the OMol25 dataset | ωB97M-V/def2-TZVPD
H -1.2811 1.9434 0.4325
C -2.0926 -1.3354 -0.7790
H 1.4004 -0.7774 0.5742
C -1.3941 0.8250 0.1523
C -0.3872 -0.0724 0.0836
H -2.6731 -2.1662 -1.2390
H 1.1211 0.6299 1.6890
S -2.8955 0.1407 -0.4561
N -0.8214 -1.3052 -0.4709
C 0.9853 0.1838 0.6607
O 0.0223 -2.2289 -0.6000
H 1.5583 0.7141 -0.0885
```

For the orbital gap (alpha / beta), the calculation gives 9.00 / 9.00 eV. The calculation puts the HOMO energy (alpha / beta) at -8.311 / -8.310 eV. Its LUMO energy (alpha / beta) is 0.025 / 0.025 Eh.

[3]
C4H5NOS in the gas phase. Source: the OMol25 dataset; level of theory: ωB97M-V/def2-TZVPD.

The geometry in XYZ format:
```
12
C4H5NOS | the OMol25 dataset | ωB97M-V/def2-TZVPD
C -0.5415 -0.8355 0.9129
H 1.2639 -0.8521 2.2220
C 0.3986 -1.3316 1.7341
H 0.2028 -2.1987 2.2001
C -0.5144 0.5377 0.3031
N 0.9074 2.7219 -2.7875
S -0.3297 0.2165 -1.8114
O 0.7347 -0.8276 -1.9236
H -1.4448 -1.3608 0.5821
H 0.3145 1.0482 0.5818
H -1.4739 1.1264 0.2996
C 0.4823 1.7556 -2.3132
```

For the orbital gap (alpha / beta), the calculation gives 9.19 / 9.19 eV. The calculation puts the HOMO energy (alpha / beta) at -9.517 / -9.517 eV. Its LUMO energy (alpha / beta) is -0.012 / -0.012 Eh.

[4]
A molecular structure, C4H5NOS2. Source: the OMol25 dataset; level of theory: ωB97M-V/def2-TZVPD.

The geometry in XYZ format:
```
13
C4H5NOS2 | the OMol25 dataset | ωB97M-V/def2-TZVPD
H 2.7261 -1.3560 0.7139
H -0.1259 2.9381 0.4514
H -2.6681 -0.3767 -1.0325
O 0.3490 -2.3797 1.4927
H 2.5552 1.1563 -0.4848
C 1.7413 0.3008 -0.2992
C -0.2647 -0.4729 -0.0902
H -0.6311 -2.7156 0.7084
C 0.4233 0.6474 -0.3489
S -0.0908 2.2247 -0.9539
N 1.9274 -0.9634 0.1667
C 0.6195 -1.3147 0.4931
S -1.9877 -0.2765 0.2042
```

For the orbital gap, the calculation gives 8.39 eV. The calculation puts the HOMO energy at -8.192 eV. Its LUMO energy is 0.007 Eh.

Computed energy above the lowest of the compared OMol25 structures with the same formula, charge and spin (eV) in order:
1.5909; 2.7259; 3.7399; 4.2592
Computed molecular weight (g/mol) in order:
115.2; 115.2; 115.2; 147.2